Here is a molecular structure, C4H4O3 in a non-equilibrium geometry from the OMol25 dataset. Energies are from ωB97M-V/def2-TZVPD.

LUMO level: 0.18 eV
Highest occupied orbital energy: -10.27 eV
Total energy: -10350.75035 eV
HOMO-LUMO gap: 10.46 eV
Relative energy (zero: lowest compared OMol25 entry of this formula, charge and spin): 102.9 kcal per mole

Positions of all 11 atoms, in Å:
1 C 1.453075 -0.808349 0.017294
2 C 0.115006 -0.164563 0.210977
3 C -0.339721 1.275150 -0.098303
4 C -1.379833 -0.524558 -0.275701
5 H 1.771737 -1.590216 0.982144
6 H -0.295337 -0.504144 1.319647
7 H 0.011675 2.336533 0.645860
8 H 0.088358 1.179231 -1.277623
9 O 2.200940 -0.276479 -0.740449
10 O -1.739303 0.729616 -0.394317
11 O -1.886595 -1.652221 -0.389526

Atomic forces in eV per Å
-0.1 0.2 2.9
-4.1 -1.6 4.3
2.8 -0.3 -3.2
2.1 -4.9 -0.3
-0.6 1.5 -3.0
1.6 1.1 -1.8
-1.9 -3.6 -2.6
-0.8 2.0 3.2
1.0 -0.7 -0.5
-0.6 1.8 1.0
0.6 4.4 0.1